No. 1
This record from OMol25 describes a structure of composition C29H29BiBrN3O2. The level of theory is ωB97M-V with the def2-TZVPD basis set.

- Maximum force: 0.36 eV/A
- HOMO level: -7.4 eV
- E_LUMO: 0.3517 eV
- Kohn-Sham gap: 0.286 hartree
- Energy above the lowest of the compared OMol25 structures with the same formula, charge and spin: 53.7 kJ/mol

ORCA input file:
```
! RIJCOSX wB97M-V def2-TZVPD def2/J DEFGRID3
* xyz 0 1
Bi -0.3504 -0.5987 -0.3436
C -3.3497 0.4608 0.4353
N -2.6732 -0.0545 -0.7730
C -3.2533 -1.3558 -1.1817
C -2.6814 0.9424 -1.8376
C -3.7969 1.1089 -2.6423
C -3.8163 2.0600 -3.6482
C -2.6899 2.8448 -3.8498
C -1.5693 2.6949 -3.0500
C -1.5357 1.7518 -2.0078
N -0.4445 1.5195 -1.1988
C 0.6289 2.3805 -1.0297
C 0.5151 3.7770 -0.9757
C 1.5935 4.5705 -0.6189
C 2.8156 4.0012 -0.2946
C 2.9515 2.6222 -0.3523
C 1.8868 1.8197 -0.7278
N 1.9927 0.3866 -0.8354
C 2.1427 0.0107 -2.2552
C 3.0344 -0.2422 -0.0161
H -4.4034 0.6647 0.2219
H -2.8629 1.3800 0.7561
H -3.2773 -0.2739 1.2357
H -4.3289 -1.2789 -1.3449
H -3.0584 -2.0931 -0.4031
H -2.7761 -1.6949 -2.0997
H -4.6681 0.4843 -2.4827
H -4.6935 2.1787 -4.2711
H -2.6749 3.5800 -4.6455
H -0.6937 3.3002 -3.2417
H -0.4472 4.2358 -1.1633
H 1.4647 5.6449 -0.5698
H 3.6538 4.6173 0.0014
H 3.9055 2.1727 -0.1020
H 3.0803 0.4047 -2.6604
H 1.3109 0.4171 -2.8303
H 2.1427 -1.0768 -2.3510
H 4.0433 -0.0250 -0.3830
H 2.8978 -1.3255 -0.0391
H 2.9493 0.0949 1.0174
C -0.5925 1.1598 4.3830
C -0.1625 1.9938 3.3613
C -0.0817 1.5201 2.0572
C -0.4142 0.1962 1.7555
C -0.8417 -0.6336 2.7958
C -0.9357 -0.1536 4.0975
H -0.6580 1.5329 5.3986
H 0.1110 3.0206 3.5736
H 0.2382 2.2022 1.2831
H -1.0914 -1.6655 2.5840
H -1.2728 -0.8136 4.8877
Br 3.6816 -2.3895 3.2597
C 2.7346 -3.6211 2.1562
C 3.3144 -4.8413 1.8579
C 2.6245 -5.7293 1.0404
C 1.3844 -5.3856 0.5235
C 0.8139 -4.1581 0.8348
C 1.4889 -3.2707 1.6680
C -0.5213 -3.7748 0.2126
O -0.9653 -4.4594 -0.6967
O -1.0425 -2.6783 0.6653
H 4.2877 -5.0947 2.2566
H 3.0692 -6.6883 0.8047
H 0.8374 -6.0478 -0.1354
H 1.0289 -2.3280 1.9333
*
```

No. 2
This record from OMol25 describes a structure of composition C29H29Cl2F6N6OPmSb. The level of theory is ωB97M-V with the def2-TZVPD basis set.

- Maximum force: 1.03 eV/A
- HOMO level (spin up / spin down): -13.7 / -14.2 eV
- E_LUMO (spin up / spin down): -5.8203 / -7.7470 eV
- Kohn-Sham gap (spin up / spin down): 0.289 / 0.238 hartree
- Energy above the lowest of the compared OMol25 structures with the same formula, charge and spin: 23.1 kJ/mol

ORCA input file:
```
! RIJCOSX wB97M-V def2-TZVPD def2/J DEFGRID3
* xyz 2 6
Pm -0.1346 -0.6016 -0.2626
C -2.5727 -2.3705 -2.9040
C -3.1645 -1.1063 -2.3586
C -4.5503 -0.9659 -2.3301
C -5.1065 0.2115 -1.8865
C -4.2609 1.2525 -1.5277
C -2.8978 1.0492 -1.5931
N -2.3448 -0.1243 -1.9544
C -1.9583 2.1591 -1.2825
C -2.3314 3.4753 -1.5193
C -1.4354 4.4886 -1.2415
C -0.1894 4.1605 -0.7370
C 0.1205 2.8268 -0.5277
N -0.7482 1.8395 -0.7993
C 1.4695 2.4422 -0.0357
C 2.2011 3.3082 0.7551
C 3.5005 2.9615 1.0920
C 4.0151 1.7765 0.6100
C 3.2066 0.9345 -0.1461
C 3.7600 -0.3542 -0.6622
N 1.9343 1.2468 -0.4405
H -3.0851 -3.2474 -2.5124
H -1.5194 -2.4495 -2.6591
H -2.6762 -2.3827 -3.9914
H -5.1721 -1.7917 -2.6487
H -6.1805 0.3301 -1.8294
H -4.6631 2.1962 -1.1887
H -3.2967 3.6957 -1.9502
H -1.6946 5.5207 -1.4370
H 0.5481 4.9262 -0.5465
H 1.7676 4.2351 1.1024
H 4.1015 3.6158 1.7102
H 5.0345 1.4829 0.8222
H 4.3085 -0.1774 -1.5907
H 2.9645 -1.0641 -0.8602
H 4.4487 -0.7987 0.0543
N 0.5765 -0.7336 -2.8444
C 1.0237 -1.9238 -3.6154
C 2.3052 -2.5087 -3.0513
C 2.1537 -3.3321 -1.7693
N 1.0569 -2.8784 -0.8660
H -0.2601 -0.3502 -3.2782
H 1.2846 -0.0090 -2.9502
H 1.1819 -1.6483 -4.6591
H 0.2255 -2.6659 -3.6108
H 3.0189 -1.6949 -2.9128
H 2.7467 -3.1577 -3.8088
H 3.0825 -3.3008 -1.2015
H 1.9822 -4.3781 -2.0259
H 1.2447 -3.2405 0.0671
H 0.2036 -3.3637 -1.1371
Cl 3.9044 -1.9203 3.0116
C 2.6084 -0.9510 3.5394
C 2.4622 -0.6416 4.8756
C 1.4065 0.1527 5.2986
Cl 1.2531 0.4901 6.9545
C 0.4475 0.6983 4.3699
C -0.6165 1.5346 4.7400
C -1.4604 2.0037 3.7642
C -1.2345 1.6339 2.4368
N -0.2387 0.8465 2.0638
C 0.5860 0.3829 3.0184
C 1.6639 -0.4940 2.5554
O 1.7398 -0.8258 1.3579
H 3.1694 -1.0238 5.5989
H -0.7654 1.7984 5.7782
H -2.2944 2.6458 4.0091
H -1.8920 1.9863 1.6513
F -2.3060 -0.5318 0.8332
Sb -2.4107 -2.3572 1.5150
F -2.5872 -1.6369 3.2059
F -0.4878 -2.0988 1.6841
F -2.2352 -4.1323 1.9609
F -1.7620 -2.6437 -0.2827
F -4.1754 -2.4315 1.0007
*
```

No. 3
This record from OMol25 describes a structure of composition C29H29Cl2FeGeNO2. The level of theory is ωB97M-V with the def2-TZVPD basis set.

- Maximum force: 0.53 eV/A
- HOMO level (spin up / spin down): -7.7 / -7.8 eV
- E_LUMO (spin up / spin down): -0.1592 / -0.1515 eV
- Kohn-Sham gap (spin up / spin down): 0.279 / 0.283 hartree
- Energy above the lowest of the compared OMol25 structures with the same formula, charge and spin: 0.0 kJ/mol

ORCA input file:
```
! RIJCOSX wB97M-V def2-TZVPD def2/J DEFGRID3
* xyz 0 5
Fe 0.0707 -0.1498 0.7319
C -1.1237 -0.3745 4.8646
C -0.9705 -0.8354 3.4386
O -0.6279 0.0334 2.6160
C -1.2477 -2.2043 3.0709
C -1.7549 -3.0944 4.0487
C -2.0836 -4.3868 3.7538
C -1.9059 -4.8475 2.4357
C -1.4132 -4.0221 1.4633
C -1.0637 -2.6770 1.7393
O -0.5959 -1.9597 0.7623
H -0.7170 0.6295 4.9460
H -0.6090 -1.0391 5.5567
H -2.1795 -0.3521 5.1409
H -1.8969 -2.7348 5.0587
H -2.4753 -5.0437 4.5176
H -2.1622 -5.8703 2.1882
H -1.2704 -4.3680 0.4477
C -1.9171 2.3449 0.5802
C -0.7145 3.2190 0.3321
C -0.8242 4.5899 0.5402
C 0.2457 5.4450 0.3322
C 1.4545 4.9171 -0.0885
C 1.5993 3.5543 -0.3096
C 2.9230 2.9982 -0.7580
C 0.5109 2.6839 -0.1045
N 0.7094 1.2994 -0.3683
H -2.7724 2.9585 0.8634
H -1.7434 1.6434 1.3997
H -2.1945 1.7761 -0.3072
H -1.7756 4.9907 0.8706
H 0.1389 6.5093 0.4968
H 2.3045 5.5705 -0.2504
H 3.6839 3.7785 -0.7788
H 2.8626 2.5611 -1.7581
H 3.2517 2.2023 -0.0895
Ge 0.4578 0.7268 -2.1063
C 1.6167 -0.8346 -2.3011
C 2.8666 -0.6072 -2.8892
C 3.8060 -1.6221 -3.0006
C 3.5136 -2.8893 -2.5152
C 2.2807 -3.1338 -1.9313
C 1.3366 -2.1179 -1.8320
C -1.4480 0.4191 -2.4343
C -2.1300 1.3949 -3.1654
C -3.5002 1.3075 -3.3745
C -4.2102 0.2334 -2.8598
C -3.5474 -0.7503 -2.1401
C -2.1773 -0.6597 -1.9296
H 0.8780 1.7433 -3.1843
H 3.1111 0.3805 -3.2669
H 4.7661 -1.4226 -3.4592
H 4.2473 -3.6818 -2.5882
H 2.0485 -4.1188 -1.5461
H 0.3873 -2.3419 -1.3629
H -1.5843 2.2422 -3.5663
H -4.0131 2.0772 -3.9374
H -5.2785 0.1617 -3.0207
H -4.0980 -1.5918 -1.7380
H -1.6897 -1.4319 -1.3470
Cl 5.1823 -1.4780 0.6124
C 3.7025 -0.5216 0.7308
Cl 2.6011 -1.1740 1.9695
H 3.1900 -0.5406 -0.2242
H 3.9682 0.4858 1.0246
*
```